No. 1
{"formula": "C4H10BrOPS2", "method": "ωB97M-V with the def2-TZVPD basis set", "symbols": ["C", "C", "C", "C", "P", "O", "S", "S", "Br", "H", "H", "H", "H", "H", "H", "H", "H", "H", "H"], "coordinates": [[-0.2436, -0.6543, -1.1690], [0.3856, 0.1055, -0.0226], [0.9385, -0.8664, 1.0205], [-0.7240, 1.0071, 0.6776], [1.7541, 1.2833, -0.3889], [1.0293, 1.9638, -1.7739], [2.0453, 2.5986, 0.9660], [3.4262, 0.1916, -1.2677], [4.1854, -0.9008, 0.3980], [0.3385, -1.5908, -1.3227], [-1.2931, -0.8919, -0.9819], [-0.4145, -0.0731, -2.1648], [1.3165, -0.2944, 1.8349], [1.6814, -1.6266, 0.7516], [0.1191, -1.4363, 1.2964], [-1.3726, 1.5964, 0.0623], [-1.3422, 0.3113, 1.3872], [-0.2613, 1.6405, 1.4956], [1.3914, 2.7707, -2.0607]], "forces_ev_per_angstrom": [[-0.14, 0.23, -2.44], [-0.59, 1.00, 0.55], [0.59, 0.22, -0.68], [0.65, -1.67, 3.43], [-1.73, 0.90, -2.24], [0.46, -2.85, 1.70], [0.92, -0.05, 0.10], [-1.07, 0.86, -0.58], [0.69, -0.23, 0.68], [-0.56, 0.62, -0.36], [0.18, -0.36, 0.71], [1.06, -0.82, 1.67], [0.27, 0.21, 0.96], [-0.09, 0.64, -0.60], [-1.77, -1.07, 1.10], [-0.10, 0.15, -0.58], [0.66, 0.84, -1.75], [-0.42, -0.38, -1.35], [0.96, 1.76, -0.32]], "mulliken_charge": [-1.502, 1.672, -2.094, -1.516, 0.694, -0.555, -0.351, -0.153, -0.061, 0.352, 0.373, 0.304, 0.516, 0.328, 0.570, 0.358, 0.356, 0.394, 0.314], "gap_ev": 8.6, "mol_weight_g_mol": 249.135, "smiles": "CC(C)(C)[P@@](O)(=S)SBr"}


No. 2
{"formula": "C3HN3O2", "method": "ωB97M-V with the def2-TZVPD basis set", "symbols": ["C", "N", "C", "N", "O", "N", "C", "O", "H"], "coordinates": [[0.5231, 0.8673, -1.2451], [-0.7117, 0.9321, -0.8976], [-0.8350, 0.0701, 0.2167], [-1.6363, -0.3438, 1.0128], [-0.9118, -1.3680, 1.5465], [0.4808, -1.4414, 1.2451], [0.5504, -0.4366, 0.4662], [1.4321, 0.0725, -0.4287], [1.1085, 1.6478, -1.9158]], "forces_ev_per_angstrom": [[1.41, 2.14, 0.49], [0.57, 0.08, -0.12], [7.05, 4.01, -5.14], [-2.86, -2.91, 2.09], [-0.27, -2.42, 3.76], [-1.13, 0.95, 0.01], [-1.58, -0.10, -1.77], [-1.68, 0.50, -0.45], [-1.51, -2.25, 1.14]], "mulliken_charge": [0.054, -0.431, 0.453, -0.298, -0.069, -0.373, 0.690, -0.329, 0.303], "gap_ev": 10.5, "mol_weight_g_mol": 111.060, "smiles": "c1nc2nonc2o1"}


No. 3
{"formula": "C4H10NS2", "method": "ωB97M-V with the def2-TZVPD basis set", "symbols": ["C", "C", "C", "C", "N", "S", "S", "H", "H", "H", "H", "H", "H", "H", "H", "H", "H"], "coordinates": [[-2.0287, -0.3785, 0.5037], [-1.5407, -1.4319, -0.5327], [0.9607, -0.6101, -0.1976], [2.9935, 1.1862, 0.1682], [-1.3922, 0.9473, 0.1864], [0.1610, -2.0649, -0.4752], [2.6721, -0.5961, -0.2353], [-3.0811, -0.4250, 0.7129], [-1.5452, -0.7589, 1.4921], [-2.2661, -2.2184, -0.5070], [-1.4837, -1.1238, -1.6230], [0.2949, 0.2361, 0.0586], [3.8615, 1.1760, 0.7612], [2.0554, 1.5864, 0.6202], [3.1664, 1.6172, -0.7900], [-1.1794, 1.0614, -0.8065], [-1.6484, 1.7973, 0.6642]], "forces_ev_per_angstrom": [[3.63, 0.23, 1.27], [-0.25, 0.98, -1.27], [0.09, 0.96, 0.11], [-2.28, -1.41, -0.34], [-0.28, -1.24, -0.44], [-0.58, -0.92, 0.53], [-0.18, 0.54, 0.26], [-0.62, 0.21, -0.62], [-0.81, 0.71, -1.29], [0.10, -1.01, -0.01], [-0.68, 0.34, 1.06], [0.84, -0.15, 0.15], [0.95, 0.30, 0.89], [1.06, -0.22, -0.11], [0.24, 0.63, -0.68], [-0.76, 0.31, 0.53], [-0.45, -0.26, -0.04]], "mulliken_charge": [-0.499, -0.647, 0.026, -0.799, -0.579, 0.144, 0.211, 0.427, 0.259, 0.404, 0.372, 0.228, 0.370, 0.312, 0.335, 0.253, 0.184], "gap_ev": [8.5, 5.3], "multiplicity": 3, "s_squared": 2.007, "mol_weight_g_mol": 136.265, "total_charge": 1}


No. 4
{"formula": "C31H57N3O18", "method": "ωB97M-V with the def2-TZVPD basis set", "symbols": ["C", "C", "C", "O", "C", "O", "O", "H", "H", "H", "H", "H", "H", "C", "O", "C", "O", "O", "C", "H", "H", "H", "H", "H", "H", "C", "O", "C", "O", "O", "C", "H", "H", "H", "H", "H", "H", "C", "O", "C", "O", "O", "C", "H", "H", "H", "H", "H", "H", "C", "O", "C", "O", "O", "C", "H", "H", "H", "H", "H", "H", "C", "O", "C", "O", "O", "C", "H", "H", "H", "H", "H", "H", "C", "C", "C", "C", "N", "H", "H", "H", "H", "H", "H", "H", "C", "C", "C", "C", "N", "H", "H", "H", "H", "H", "H", "H", "C", "C", "C", "C", "N", "H", "H", "H", "H", "H", "H", "H"], "coordinates": [[7.3220, -10.9410, -7.3540], [6.1590, -11.8760, -7.1100], [5.4940, -12.4130, -8.3490], [6.0360, -13.7250, -8.4350], [6.5820, -14.0280, -7.3070], [7.0990, -15.0950, -7.0060], [6.5910, -13.0660, -6.4660], [8.1180, -11.3700, -8.0190], [7.7600, -10.7360, -6.3860], [7.0650, -9.9640, -7.7860], [5.4060, -11.3120, -6.4580], [5.6410, -11.7990, -9.2540], [4.4300, -12.5020, -8.1730], [13.6310, -15.3490, -6.8170], [12.3220, -15.6440, -7.2690], [11.6040, -16.6570, -6.7160], [12.1220, -17.4600, -5.6830], [10.3540, -16.7820, -7.2570], [9.3780, -17.3290, -6.4580], [13.6440, -15.5110, -5.7370], [13.7430, -14.2530, -6.9640], [14.3980, -15.8850, -7.3230], [9.4900, -18.3420, -6.2050], [8.4540, -17.3210, -7.0540], [9.2030, -16.7580, -5.5450], [7.6490, -14.4940, -14.6070], [8.7200, -14.1640, -13.6780], [8.4010, -13.9780, -12.4490], [7.0670, -14.2270, -12.0470], [9.2810, -13.4970, -11.6790], [8.9350, -12.9240, -10.4280], [6.7470, -13.9320, -14.4720], [7.4050, -15.5910, -14.4380], [8.0080, -14.2800, -15.6440], [8.4530, -12.0160, -10.6950], [9.8120, -12.5690, -9.8970], [8.3040, -13.5180, -9.7360], [10.9720, -15.3590, -10.0830], [11.7540, -14.2870, -9.5980], [12.9610, -14.2080, -9.9140], [13.7390, -15.1920, -10.5840], [13.4020, -13.0140, -9.4790], [14.7940, -12.8120, -9.6300], [11.4210, -16.2300, -9.7120], [10.9960, -15.3020, -11.2020], [9.9240, -15.2340, -9.6040], [15.0860, -12.8540, -10.6620], [15.4030, -13.5380, -9.1670], [15.0210, -11.8250, -9.3500], [3.9850, -12.4590, -11.7790], [4.5950, -11.9140, -13.0020], [5.8130, -11.4660, -12.9450], [6.4610, -11.1430, -11.7500], [6.4170, -11.4400, -14.1600], [7.7500, -10.9570, -14.3020], [4.5870, -13.3440, -11.5260], [2.9370, -12.6930, -11.8850], [4.0300, -11.7840, -10.9060], [8.3490, -11.5730, -13.6230], [7.8250, -9.8970, -14.1030], [8.0710, -11.1760, -15.3040], [1.6230, -20.1210, -7.9610], [2.0790, -20.8820, -6.8690], [1.9120, -20.4300, -5.6240], [0.9770, -19.3980, -5.3370], [2.5490, -21.0300, -4.6650], [2.3090, -20.6580, -3.3180], [1.9160, -20.4920, -8.9710], [1.9480, -19.1140, -7.9820], [0.5780, -19.9970, -7.9530], [2.6520, -21.5170, -2.7620], [1.2210, -20.5420, -3.0870], [2.8610, -19.7270, -3.0530], [6.2870, -19.9760, -7.2570], [5.6070, -19.5730, -6.0090], [6.1790, -20.2240, -4.7570], [7.5710, -19.8790, -4.4110], [8.6400, -19.5770, -4.1650], [6.0790, -20.9510, -7.6900], [7.3320, -19.9500, -7.1320], [6.0890, -19.3250, -8.1260], [4.4860, -19.6240, -5.9400], [5.7710, -18.4650, -5.8930], [6.2080, -21.3150, -4.9270], [5.5220, -20.0630, -3.8730], [8.0250, -17.9170, -10.4730], [7.2140, -16.7290, -9.9490], [5.7490, -16.7480, -10.4790], [4.7240, -17.4550, -9.7310], [3.9520, -18.0050, -9.1110], [8.0240, -18.0330, -11.5140], [7.6840, -18.8270, -9.9250], [9.0780, -17.8370, -10.1060], [7.6700, -15.7730, -10.1260], [7.1350, -16.6980, -8.8920], [5.7780, -17.0740, -11.5730], [5.3110, -15.7140, -10.6050], [2.5260, -17.7910, -12.9390], [2.2690, -16.3400, -13.3300], [3.5260, -15.6050, -13.6080], [4.3390, -16.3200, -14.6380], [4.9620, -16.8830, -15.4260], [1.6000, -18.3530, -12.7950], [3.1370, -17.9080, -12.0640], [2.9810, -18.2790, -13.7900], [1.7430, -15.7870, -12.6360], [1.6100, -16.3880, -14.1540], [4.1300, -15.5910, -12.6670], [3.3570, -14.5470, -13.9300]], "forces_ev_per_angstrom": [[1.08, -0.07, -0.42], [-0.97, 2.26, 0.56], [-0.75, 0.62, -0.30], [-0.80, 0.11, -2.65], [2.44, -4.58, 1.44], [-0.93, 0.87, -1.11], [-0.22, 2.85, 2.12], [-0.73, 0.11, 0.58], [0.36, 0.06, 0.18], [-0.40, -0.42, 0.05], [0.98, -1.05, -0.67], [0.39, -0.59, 0.23], [-0.39, -0.17, -0.11], [-0.51, 1.42, 1.62], [-2.36, -1.80, -0.29], [2.95, -3.80, 5.32], [-3.48, 5.07, -6.48], [4.12, 1.56, -0.34], [-2.73, -0.11, 0.68], [0.35, -0.27, -0.15], [-0.01, -0.74, -0.19], [0.37, -0.62, -0.48], [0.96, -1.32, 0.42], [0.26, 0.43, 0.13], [0.16, 0.06, -0.11], [0.23, -2.00, -0.58], [0.80, 0.44, -1.11], [-10.04, -1.55, 2.01], [6.93, 1.26, -1.72], [2.23, -0.19, 0.19], [-0.66, 0.70, 1.16], [-0.19, 0.46, 0.59], [0.29, 1.40, -0.55], [0.14, -0.44, 1.08], [-1.10, 0.70, 0.01], [0.60, -0.73, -0.31], [0.33, -0.04, -0.93], [-1.91, 0.58, -0.55], [-2.40, 0.54, 0.40], [6.40, -4.12, -3.55], [-4.61, 5.99, 4.01], [0.33, -1.21, -0.33], [0.10, 0.07, -1.50], [0.38, -1.51, 0.19], [-0.32, -0.34, 1.08], [1.86, -0.21, -1.05], [-0.16, -0.23, -0.78], [0.37, -0.84, 1.04], [0.06, 1.16, 0.95], [1.45, 0.16, 0.99], [-0.93, -0.20, 0.07], [5.09, 1.42, 5.81], [-3.65, -1.55, -6.93], [-2.21, 0.08, 1.15], [0.34, -0.76, 1.18], [-0.31, 0.17, -0.06], [-0.09, -0.03, -0.99], [0.35, 0.12, -0.77], [0.27, 0.64, -0.03], [-0.01, 0.13, 0.23], [-0.22, -0.06, -0.49], [-0.31, 0.68, -1.62], [1.40, -0.70, 1.94], [-6.80, 6.53, 0.48], [5.61, -5.79, -1.76], [0.57, -0.72, -1.50], [-0.95, 0.67, 0.90], [0.16, -0.64, 1.28], [0.98, 0.93, 0.62], [-1.53, -0.44, 0.25], [0.38, -0.01, 0.28], [0.91, 0.15, -0.56], [-0.45, -0.71, -0.27], [-0.65, -0.21, -2.27], [-1.05, 2.42, 1.34], [-0.15, -1.24, 0.61], [-1.81, 0.05, -0.53], [1.28, 0.25, 0.35], [-0.35, -0.47, 0.54], [1.52, 0.09, 0.33], [-0.16, 0.14, 0.63], [1.08, -0.47, -0.55], [-0.07, -0.80, -0.09], [-0.20, 0.22, 0.19], [0.55, 0.02, -0.53], [0.72, -0.11, 3.37], [-1.03, -0.46, -0.44], [0.02, 1.63, -2.36], [2.01, 0.50, -1.00], [-1.58, -0.95, 1.09], [-0.16, -0.20, -1.48], [-0.04, 0.33, -0.86], [-0.59, 0.15, -0.48], [0.03, 0.42, -0.86], [0.15, -0.51, 1.22], [-0.24, -0.06, 1.39], [0.81, -0.68, 0.41], [-0.75, -0.06, -0.34], [0.24, -1.76, -0.35], [1.66, 0.63, -0.37], [0.02, 0.51, 0.19], [-0.22, 0.22, 0.30], [-0.06, 0.26, 0.24], [0.38, -0.04, 0.44], [0.47, -0.20, -0.10], [-1.14, 0.95, 1.99], [-0.53, 0.23, -1.37], [-0.23, 0.16, -0.76], [0.22, -0.85, 0.17]], "mulliken_charge": [-1.192, 0.391, -0.184, -0.088, 0.515, -0.578, -0.337, 0.056, 0.414, 0.396, 0.263, -0.023, 0.349, -0.799, -0.105, 0.455, -0.634, 0.000, -0.541, 0.447, 0.194, 0.301, 0.547, -0.252, 0.354, -0.655, -0.346, 0.332, 0.286, -0.400, -1.316, 0.138, 0.326, 0.267, 0.622, 0.493, 0.316, -0.937, -0.195, 0.709, -0.667, -0.317, -0.794, 0.810, 0.529, -0.105, 0.336, 0.333, 0.301, -0.292, -0.331, 0.739, -0.591, -0.294, -0.403, -0.183, 0.381, 0.315, 0.051, 0.311, 0.240, -0.718, -0.278, 0.797, -0.660, -0.265, -0.658, 0.268, 0.319, 0.377, 0.255, 0.319, 0.279, -0.827, 0.694, -0.401, 0.190, -0.458, 0.400, 0.384, -0.204, -0.393, 0.062, 0.300, 0.202, -1.400, 2.553, 0.847, -0.274, -0.449, 0.448, 0.288, 0.265, -1.787, -0.037, 0.417, -0.895, -1.111, -0.957, 1.237, 0.134, -0.572, 0.390, 0.173, 0.393, 0.415, 0.389, -0.731, 0.321], "gap_ev": 10.1, "mol_weight_g_mol": 759.800, "smiles": "C[C@H]1COC(=O)O1.COC(=O)OC.COC(=O)OC.COC(=O)OC.COC(=O)OC.COC(=O)OC.CCCC#N.CCCC#N.CCCC#N"}